(1)
Below is a structure of composition C4H11FInNO, with properties calculated with ωB97M-V with the def2-TZVPD basis set.

## Properties
- HOMO-LUMO gap (eV) = 7.382
- HOMO (eV) = -19.852
- charge = +2

Each line ends with the Mulliken charge.
Element x y z (Å)
In  18.564  12.403  8.765  1.316
F  19.106  10.396  8.908  -0.493
C  15.755  14.164  11.377  -1.479
C  16.770  13.236  10.776  0.061
C  16.367  11.746  10.607  -0.547
O  17.356  11.111  9.723  -0.170
C  17.102  9.710  9.754  -0.679
N  17.131  13.791  9.507  -0.377
H  14.861  14.166  10.754  0.444
H  16.120  15.185  11.489  0.505
H  15.599  13.798  12.392  0.389
H  17.657  13.371  11.395  0.296
H  15.353  11.583  10.245  0.425
H  16.361  11.268  11.587  0.463
H  17.793  9.246  9.050  0.302
H  16.082  9.540  9.409  0.399
H  17.347  9.248  10.711  0.340
H  17.279  14.777  9.667  0.390
H  16.324  13.730  8.903  0.414


(2)
Below is a cluster of 2 separate species, C4H11FN3 in total, with properties calculated with ωB97M-V with the def2-TZVPD basis set.

## Properties
- HOMO-LUMO gap (eV) = 10.695
- HOMO (eV) = -13.693
- charge = +1

Each line ends with the natural charge from an NBO analysis.
Element x y z (Å)
C  0.805  -2.084  1.803  -0.472
C  -0.897  0.158  -2.189  -0.025
C  1.824  -1.237  1.921  0.227
C  -0.410  1.433  -0.013  0.389
N  -0.041  0.932  -1.146  -0.543
N  0.330  1.998  0.876  -0.708
N  -1.949  -0.451  -1.546  -0.848
F  1.843  -0.117  1.120  -0.396
H  0.744  -2.888  2.445  0.247
H  0.150  -1.629  0.977  0.199
H  -1.268  0.838  -3.068  0.234
H  -0.109  -0.475  -2.497  0.194
H  2.696  -1.240  2.557  0.198
H  -1.554  1.420  0.008  0.227
H  0.883  0.612  -1.148  0.397
H  1.379  1.968  0.678  0.428
H  0.111  2.154  1.860  0.447
H  -1.639  -1.191  -0.973  0.388
H  -2.898  -0.202  -1.663  0.417


(3)
Below is a structure of composition C4H11IN, with properties calculated with ωB97M-V with the def2-TZVPD basis set.

## Properties
- HOMO-LUMO gap (alpha / beta) (eV) = 7.590 / 7.591
- HOMO (alpha / beta) (eV) = -13.260 / -13.260
- charge = +1

Each line ends with the natural charge from an NBO analysis.
Element x y z (Å)
C  0.597  1.625  0.208  -0.765
C  -1.213  -0.289  -0.783  -0.421
C  0.361  -1.380  0.959  -0.421
C  0.992  0.556  -0.586  0.089
N  0.202  -0.655  -0.444  -0.392
I  3.608  -0.209  -0.094  -0.040
H  -0.318  2.168  -0.263  0.264
H  1.469  2.396  0.168  0.301
H  0.407  1.396  1.238  0.250
H  -1.585  0.473  -0.145  0.235
H  -1.168  0.209  -1.830  0.241
H  -1.864  -1.098  -0.666  0.248
H  1.369  -1.454  1.245  0.259
H  -0.205  -1.095  1.814  0.251
H  -0.115  -2.396  0.717  0.238
H  1.196  0.773  -1.649  0.237
H  0.461  -1.201  -1.166  0.427


(4)
Below is a cluster of 3 separate species, C4H11IN3 in total, with properties calculated with ωB97M-V with the def2-TZVPD basis set.

## Properties
- HOMO-LUMO gap (eV) = 9.693
- HOMO (eV) = -13.400
- charge = +1

Each line ends with the natural charge from an NBO analysis.
Element x y z (Å)
C  0.151  -0.631  -2.425  0.009
C  -1.335  2.545  -0.773  0.029
C  1.700  -0.818  1.001  0.313
C  1.192  0.366  1.676  -0.796
N  -0.853  1.930  0.218  -0.642
N  0.181  -1.132  -1.262  -0.661
N  1.324  -1.968  1.397  -0.679
I  3.244  -0.441  -0.276  0.352
H  -0.677  -0.478  -3.052  0.169
H  1.061  -0.275  -2.747  0.160
H  -0.936  2.697  -1.733  0.173
H  -2.299  3.225  -0.786  0.162
H  1.985  0.967  1.902  0.263
H  0.536  0.156  2.551  0.228
H  0.443  0.962  0.940  0.351
H  -1.461  2.035  0.994  0.356
H  -0.802  -1.196  -0.803  0.346
H  0.606  -1.963  2.044  0.416
H  1.746  -2.898  1.040  0.452


(5)
Below is a cluster of 2 separate species, C4H11INO in total, with properties calculated with ωB97M-V with the def2-TZVPD basis set.

## Properties
- HOMO-LUMO gap (eV) = 9.105
- HOMO (eV) = -13.587
- charge = +1

Each line ends with the natural charge from an NBO analysis.
Element x y z (Å)
C  -0.892  -0.645  -1.136  -0.421
C  -1.270  0.514  0.967  -0.409
C  2.254  -0.431  -0.580  -0.631
C  1.455  -0.286  0.634  0.377
N  -0.364  0.309  -0.103  -0.474
O  1.171  -1.367  1.331  -0.610
I  4.367  0.084  -0.166  0.214
H  -1.462  -0.066  -1.928  0.236
H  -0.016  -1.135  -1.578  0.209
H  -1.602  -1.250  -0.680  0.225
H  -0.876  1.166  1.638  0.216
H  -2.178  0.879  0.619  0.221
H  -1.461  -0.572  1.369  0.214
H  2.302  -1.432  -0.883  0.235
H  1.997  0.260  -1.451  0.275
H  1.430  0.588  1.221  0.210
H  0.216  1.063  -0.418  0.400
H  1.405  -2.263  0.816  0.514


(6)
Below is a structure of composition C4H11KNO5S, with properties calculated with ωB97M-V with the def2-TZVPD basis set.

## Properties
- HOMO-LUMO gap (eV) = 2.097
- HOMO (eV) = -1.728
- charge = -1

Each line ends with the natural charge from an NBO analysis.
Element x y z (Å)
K  -23.300  -16.934  -17.543  0.816
S  -23.784  -13.404  -21.833  2.596
O  -22.791  -12.316  -21.765  -1.098
O  -23.154  -14.714  -21.563  -1.112
O  -24.856  -13.163  -20.902  -1.117
O  -24.343  -13.399  -23.171  -1.085
C  -19.219  -14.163  -12.430  -0.635
C  -20.195  -15.330  -12.514  -0.051
C  -20.363  -16.207  -11.179  -0.074
O  -19.090  -16.868  -11.017  -0.542
C  -19.209  -17.979  -10.149  -0.254
N  -21.525  -14.881  -12.893  -0.835
H  -19.114  -13.799  -13.452  0.210
H  -18.206  -14.443  -12.143  0.227
H  -19.579  -13.337  -11.817  0.205
H  -19.906  -15.973  -13.345  0.186
H  -21.131  -16.950  -11.392  0.169
H  -20.580  -15.731  -10.223  0.173
H  -18.213  -18.368  -9.937  0.191
H  -19.792  -18.806  -10.554  0.163
H  -19.618  -17.773  -9.159  0.162
H  -22.054  -14.733  -12.045  0.348
H  -21.368  -13.984  -13.329  0.359


(7)
Below is a cluster of 2 separate species, C4H11N2 in total, with properties calculated with ωB97M-V with the def2-TZVPD basis set.

## Properties
- HOMO-LUMO gap (alpha / beta) (eV) = 6.231 / 10.526
- HOMO (alpha / beta) (eV) = -5.292 / -9.625
- expectation value of S² = 0.79
- 2S+1 = 2

Each line ends with the Löwdin spin population.
Element x y z (Å)
C  -0.716  0.341  2.237  0.003
C  -0.576  -1.006  1.375  0.049
C  -0.703  -0.823  -0.177  0.497
N  0.254  1.027  -2.582  0.104
C  1.108  0.416  -1.821  0.272
N  1.127  0.138  -0.434  -0.031
H  0.155  1.011  2.241  0.001
H  -0.894  0.063  3.251  0.000
H  -1.586  0.876  1.897  0.001
H  0.410  -1.438  1.575  0.005
H  -1.310  -1.657  1.823  0.017
H  -0.338  -1.570  -0.837  0.025
H  -1.244  -0.010  -0.558  0.027
H  0.468  1.330  -3.425  0.003
H  -0.073  1.750  -2.026  0.011
H  2.075  0.151  -2.278  0.015
H  1.841  -0.598  -0.261  0.002


(8)
Below is the ion C4H11N2 with charge +1, with properties calculated with ωB97M-V with the def2-TZVPD basis set.

## Properties
- HOMO-LUMO gap (alpha / beta) (eV) = 8.404 / 9.386
- HOMO (alpha / beta) (eV) = -13.038 / -13.737
- charge = +1

Each line ends with the natural charge from an NBO analysis.
Element x y z (Å)
C  0.800  0.678  1.309  -0.231
C  -0.314  -0.204  1.691  -0.311
C  -0.653  -0.689  -0.708  -0.107
C  0.509  1.079  -1.887  -0.474
N  0.551  -0.047  -1.034  -0.311
N  -0.455  -1.295  0.652  -0.496
H  0.648  1.732  1.203  0.221
H  1.811  0.328  1.390  0.213
H  -0.127  -0.698  2.652  0.252
H  -1.261  0.337  1.736  0.237
H  -1.555  -0.053  -0.682  0.199
H  -0.838  -1.523  -1.403  0.242
H  1.276  1.791  -1.577  0.240
H  0.818  0.734  -2.886  0.246
H  -0.467  1.574  -1.960  0.189
H  0.452  -1.779  0.605  0.445
H  -1.194  -1.965  0.899  0.444


(9)
Below is a cluster of 2 separate species, C4H11N2 in total, with properties calculated with ωB97M-V with the def2-TZVPD basis set.

## Properties
- HOMO-LUMO gap (eV) = 8.189
- HOMO (eV) = -15.493
- charge = +1

Each line ends with the natural charge from an NBO analysis.
Element x y z (Å)
C  -0.954  -0.927  1.885  -0.598
C  -1.394  -0.601  0.453  -0.456
C  -0.199  -0.495  -0.473  0.136
C  -0.108  0.649  -1.352  0.339
N  0.885  0.793  -2.195  -0.673
N  0.650  -1.440  -0.480  -0.379
H  -0.385  -0.100  2.314  0.213
H  -0.325  -1.806  1.822  0.233
H  -1.802  -1.089  2.538  0.240
H  -1.993  0.313  0.428  0.214
H  -2.027  -1.400  0.077  0.252
H  -0.914  1.380  -1.340  0.238
H  1.007  1.751  -2.518  0.435
H  4.475  7.703  8.015  0.002
H  0.982  0.109  -2.941  0.462
H  1.470  -1.239  -1.062  0.344
H  4.708  6.994  8.097  -0.002


(10)
Below is the ion C4H11N2 with charge +1, with properties calculated with ωB97M-V with the def2-TZVPD basis set.

## Properties
- HOMO-LUMO gap (eV) = 10.110
- HOMO (eV) = -13.973
- charge = +1
- structure (SMILES) = C=NCCC[NH3+]

Each line ends with the natural charge from an NBO analysis.
Element x y z (Å)
C  1.666  -1.465  1.224  0.079
N  0.816  -0.739  0.621  -0.527
C  0.261  0.580  1.112  -0.226
C  -0.521  1.319  0.024  -0.449
C  -1.320  0.444  -0.949  -0.233
N  -0.436  -0.544  -1.663  -0.746
H  2.555  -1.074  1.740  0.177
H  1.514  -2.536  1.362  0.200
H  -0.304  0.065  1.920  0.235
H  1.045  1.205  1.569  0.221
H  -1.135  2.120  0.468  0.266
H  0.239  1.923  -0.479  0.222
H  -1.894  -0.201  -0.253  0.219
H  -1.926  1.117  -1.534  0.244
H  -1.058  -1.230  -2.068  0.434
H  0.303  -0.845  -0.743  0.463
H  0.195  -0.138  -2.351  0.421


(11)
Below is the ion C4H11N2 with charge +1, with properties calculated with ωB97M-V with the def2-TZVPD basis set.

## Properties
- HOMO-LUMO gap (eV) = 7.865
- HOMO (eV) = -12.867
- charge = +1
- structure (SMILES) = C=[NH+]CCNC

Each line ends with the natural charge from an NBO analysis.
Element x y z (Å)
C  -2.679  -0.661  -0.262  0.097
N  -1.999  0.415  -0.206  -0.361
C  -0.797  0.755  0.441  -0.275
C  0.456  0.573  -0.633  -0.184
N  1.103  -0.493  -0.192  -0.656
C  2.556  -0.267  0.196  -0.435
H  -3.586  -0.781  -0.864  0.231
H  -2.483  -1.565  0.231  0.223
H  -2.474  1.195  -0.633  0.433
H  -0.535  0.039  1.177  0.248
H  -0.924  1.748  0.726  0.229
H  -0.064  0.693  -1.608  0.197
H  1.191  1.408  -0.594  0.224
H  1.112  -1.368  -0.816  0.389
H  3.202  -1.206  0.163  0.236
H  3.199  0.472  -0.387  0.201
H  2.399  0.196  1.189  0.202


(12)
Below is a cluster of 2 separate species, C4H11N2 in total, with properties calculated with ωB97M-V with the def2-TZVPD basis set.

## Properties
- HOMO-LUMO gap (eV) = 10.631
- HOMO (eV) = -13.860
- charge = +1

Each line ends with the natural charge from an NBO analysis.
Element x y z (Å)
C  -1.506  -0.554  0.017  -0.197
C  -0.656  0.325  -0.445  -0.164
C  -3.048  -0.416  0.055  -0.635
C  1.300  -0.291  -0.078  0.165
N  2.009  -0.689  -1.089  -0.811
N  2.002  1.113  0.843  -0.836
H  -1.236  -1.340  0.667  0.211
H  -0.789  1.237  -1.056  0.226
H  -3.353  -0.543  1.055  0.231
H  -3.344  0.615  -0.256  0.223
H  -3.573  -1.154  -0.649  0.248
H  1.041  -0.952  0.811  0.219
H  2.100  -0.074  -1.962  0.422
H  2.778  -1.320  -0.901  0.411
H  2.272  1.874  0.202  0.422
H  2.838  0.807  1.365  0.424
H  1.165  1.361  1.421  0.440